C5H9NO2 | ωB97M-V with the def2-TZVPD basis set

Atoms and positions in Å:
C: -0.714952 -0.771882 -1.142330
C: -0.150755 2.125585 -0.477058
N: 0.875765 1.969430 0.271444
O: -1.451059 -1.941543 -0.873337
H: -1.663842 -1.955134 0.067912
H: 0.769397 2.180380 1.263502
H: 1.608606 0.909793 -0.011942
H: -0.371003 -0.823079 -2.174864
H: -1.375486 0.087025 -0.981774
H: -0.048879 1.867159 -1.522053
H: -1.072106 2.583431 -0.128397
C: 0.853630 -1.036145 -0.169230
C: 0.356989 -1.059348 1.204642
C: -0.083976 -0.969689 2.318536
O: 1.893292 -0.244738 -0.400552
H: 1.004620 -2.048893 -0.555905
H: -0.430241 -0.872352 3.311407

Forces on the atoms, in the same order (eV/Å):
2.0 -1.2 1.3
1.2 0.6 0.8
-1.0 -0.1 -0.2
-0.2 -0.1 -0.2
0.1 0.0 0.0
-0.2 0.2 -0.2
0.6 -2.3 -1.1
-0.1 0.1 0.0
0.5 0.2 0.2
-0.1 -0.2 -0.1
0.0 0.0 0.0
-3.1 -0.1 -1.6
-0.1 0.1 0.2
0.1 0.1 -0.1
0.4 2.9 0.5
0.1 0.0 0.2
-0.1 -0.1 0.3

Results
* LUMO energy: -0.04 eV
* spin multiplicity: 1
* orbital gap: 0.2997 Eh
* ΔE to the lowest compared entry with this formula, charge and spin: 522.9 kJ/mol



CH6N2O2 | ωB97M-V with the def2-TZVPD basis set

Atoms and positions in Å:
N: 0.186170 0.701681 -0.051051
C: 2.140412 -0.777032 0.043100
N: 1.769957 0.395459 -0.202555
H: -0.971521 0.315281 0.819427
H: 0.174611 1.718509 0.001762
H: 3.202758 -0.998908 0.028184
H: 1.465711 -1.615136 0.263038
O: -2.051384 0.696280 0.538865
O: -2.633674 -0.512663 0.092318
H: -3.280481 -0.220094 -0.564560
H: -0.002561 0.296624 -0.968530

Forces on the atoms, in the same order (eV/Å):
4.8 -2.3 -0.4
-0.9 -0.5 0.1
-1.5 1.6 0.9
-3.2 1.5 -1.5
-0.1 -0.3 -0.7
0.0 0.1 -0.3
0.0 0.2 0.2
2.2 -0.5 1.7
-0.4 -1.0 -0.4
0.2 0.2 0.1
-1.1 0.9 0.2

Results
* LUMO energy: 0.94 eV
* spin multiplicity: 1
* orbital gap: 0.3520 Eh
* ΔE to the lowest compared entry with this formula, charge and spin: 694.1 kJ/mol



C8H16ClFe2O20S4 | ωB97M-V with the def2-TZVPD basis set

Atoms and positions in Å:
Fe: -2.562852 -1.788062 1.168973
Fe: 3.322224 1.015140 -0.354894
Cl: 0.541902 0.030647 0.545384
O: -0.535245 -0.818986 0.613554
O: 0.425376 0.942341 1.643945
O: 1.704932 -0.695352 0.631881
O: 0.550924 0.635205 -0.725517
C: 2.303268 2.316898 4.901102
C: 2.045164 3.620225 4.027992
O: 3.144388 3.624728 3.022385
S: 3.962587 2.204528 2.942159
O: 5.434872 2.397795 3.016906
O: 3.473424 1.416924 1.780613
O: 3.379991 1.562131 4.363541
H: 1.396623 1.712445 4.874354
H: 2.607099 2.723589 5.865671
H: 2.048698 4.525242 4.635478
H: 1.131329 3.498547 3.446439
C: -4.118335 -2.528737 -4.105862
C: -2.866993 -3.445566 -4.415447
O: -2.298566 -3.559740 -3.145806
S: -2.439257 -2.088867 -2.336118
O: -1.343348 -1.224876 -2.846516
O: -2.602108 -2.254389 -0.925550
O: -3.912176 -1.742295 -2.980720
H: -4.992236 -3.088637 -3.772841
H: -4.515778 -1.888948 -4.893786
H: -2.193581 -3.012905 -5.155319
H: -3.055569 -4.472144 -4.729593
C: -1.073867 4.999222 -0.582669
C: -1.111063 4.496205 0.903494
O: 0.219742 4.141333 1.247676
S: 1.233629 4.159373 -0.095223
O: 2.119821 2.985200 -0.309502
O: 1.877816 5.460140 -0.236068
O: -0.069251 4.108997 -1.103191
H: -0.798614 6.005203 -0.899443
H: -1.981336 4.678209 -1.094091
H: -1.805359 3.662361 1.007226
H: -1.383982 5.238891 1.653179
C: 0.873755 -3.759663 -1.166352
C: 0.262769 -4.995026 -1.793727
O: -0.803979 -5.267741 -0.863492
S: -0.363973 -4.810164 0.677297
O: 0.164427 -5.890150 1.428558
O: -1.465318 -4.005855 1.308199
O: 0.953775 -3.959488 0.199324
H: 0.214851 -2.909061 -1.340815
H: 1.820135 -3.352225 -1.521977
H: 1.111785 -5.667215 -1.669535
H: -0.032518 -4.935427 -2.841274

Forces on the atoms, in the same order (eV/Å):
2.4 -1.5 -2.0
-1.9 1.3 2.5
-0.2 5.8 1.7
-6.0 -4.8 0.5
0.2 0.1 -0.7
5.4 -2.7 0.4
0.1 1.5 -1.8
-0.7 1.9 -0.2
0.5 -1.9 -0.7
0.7 -1.7 0.1
2.8 1.8 2.6
-4.9 -0.7 -0.5
0.1 0.1 -0.5
1.1 0.6 -2.9
0.3 0.0 0.5
-0.1 -0.9 0.2
0.4 0.0 -0.4
0.1 0.3 0.2
-2.1 -1.9 -2.1
-1.4 1.1 -0.8
1.1 1.7 3.8
1.4 0.9 -6.9
-3.2 -2.2 2.1
-0.4 -0.1 2.5
3.7 1.1 3.1
0.2 -0.8 -0.5
0.8 0.0 -0.3
0.1 0.3 0.3
-0.6 0.2 0.1
-0.3 -1.1 0.3
-0.6 1.6 -0.4
3.0 -1.1 -0.9
-1.4 2.7 -1.3
-1.4 0.6 0.6
-1.1 -3.0 0.8
2.6 -1.1 0.1
-0.1 0.2 0.9
0.0 0.3 0.1
0.4 -0.3 -0.2
-0.1 0.2 -0.3
-0.7 2.7 -2.3
2.3 0.3 1.1
-0.4 0.6 1.8
0.8 -0.7 -0.9
-1.1 0.8 -0.2
1.2 0.2 -1.5
-1.6 -0.7 2.1
-0.4 0.3 0.0
0.3 -0.9 -0.1
-0.6 -1.2 -0.2
-0.5 0.1 0.5

Results
* expectation value of S²: 20.01
* LUMO energy (spin up / spin down): -11.80 / -12.36 eV
* spin multiplicity: 9
* total charge: +3
* orbital gap (spin up / spin down): 0.2584 / 0.2377 Eh



| no. | E (eV) |
| --- | --- |
| 1 | -10911.15577 |
| 2 | -8203.68206 |
| 3 | -174097.85589 |